(1)
Computed, not measured: a molecular structure, C31H30BCl2F3KN11O4S, with ωB97M-V/def2-TZVPD.

Summary:
**HOMO-LUMO gap (spin up / spin down)**: 0.2637 / 0.1851 Ha
**HOMO (spin up / spin down)**: -5.58 / -5.58 eV
**Spin multiplicity**: 2
**F_max**: 3.44 eV Å⁻¹
**Charge**: -1

Last column: Mulliken charge in e.
Cartesian coordinates (Å):
K1 -0.282 0.062 -0.271  1.11
Cl1 1.741 5.705 0.010  -0.17
Cl2 -0.798 6.414 -4.611  -0.25
S1 -3.765 0.112 -1.729  1.22
F1 -5.820 0.706 -0.175  -0.24
F2 -5.610 -1.353 -0.410  -0.21
F3 -6.276 -0.144 -2.114  -0.26
O1 -2.839 0.309 -0.595  -0.70
O2 0.994 2.963 -0.433  -0.52
O3 -3.482 -1.088 -2.446  -0.66
O4 -4.028 1.328 -2.440  -0.66
N1 1.074 -3.457 0.259  0.84
N2 2.689 -1.736 1.111  0.74
N3 -0.657 -2.545 2.513  -1.18
N4 0.530 -2.061 2.358  1.84
N5 2.263 -0.848 0.168  0.27
N6 2.210 -3.747 2.651  0.85
N7 -0.313 1.758 -2.637  0.35
N8 0.191 -2.814 -0.529  -0.53
N9 -1.855 3.203 0.556  -0.02
N10 3.259 -4.655 2.519  -1.32
N11 -0.216 3.533 2.122  -0.37
C1 -5.428 -0.216 -1.026  0.39
C2 -1.582 2.152 -4.644  -0.89
C3 3.217 0.488 -1.627  -0.92
C4 -1.118 4.081 1.266  0.27
C5 -0.053 3.121 -2.535  -0.08
C6 3.282 -5.414 3.629  0.79
C7 1.222 -4.507 -1.653  -1.46
C8 4.501 -0.910 0.189  -1.49
C9 -1.053 1.307 -3.592  -0.15
C10 0.364 5.932 -2.308  -0.67
C11 -0.548 3.973 -3.495  0.73
C12 -1.293 3.487 -4.552  -1.02
C13 -1.227 5.460 1.102  -0.82
C14 -2.862 -1.848 3.205  -1.45
C15 0.611 -0.753 2.751  -0.71
C16 0.231 -3.408 -1.671  0.65
C17 -2.757 3.637 -0.344  -0.02
C18 1.645 -3.950 3.834  -0.19
C19 -0.381 5.353 -3.332  1.14
C20 0.643 3.672 -1.328  -0.11
C21 3.376 -0.403 -0.418  0.23
C22 -0.701 -2.950 -2.744  -0.94
C23 0.839 5.144 -1.336  0.30
C24 4.003 -1.754 1.129  -0.16
C25 -0.664 -0.414 3.063  -1.06
C26 2.302 -4.979 4.514  -1.17
C27 -2.926 5.000 -0.624  -0.77
C28 -1.443 -1.596 2.897  0.76
C29 -2.089 5.911 0.094  0.03
C30 1.672 -4.474 -0.393  -0.03
C31 4.175 -6.535 3.851  -1.33
B1 1.645 -2.778 1.638  -0.60
H1 -3.298 2.784 -0.781  0.13
H2 -0.986 0.580 3.352  0.33
H3 -3.116 -2.800 3.694  0.35
H4 -3.156 -1.057 3.882  0.35
H5 -0.538 6.187 1.603  0.38
H6 3.426 -0.061 -2.535  0.26
H7 0.147 2.606 1.899  0.16
H8 2.222 0.829 -1.704  -0.10
H9 1.561 -0.313 2.668  0.69
H10 4.710 -6.378 4.773  0.30
H11 3.468 -7.328 3.953  0.29
H12 -2.068 7.004 -0.180  0.38
H13 4.930 -6.833 3.132  0.33
H14 0.876 -3.314 4.183  0.52
H15 4.584 -2.344 1.852  0.42
H16 2.007 -5.526 5.404  0.31
H17 0.500 4.165 2.426  0.27
H18 1.416 -5.305 -2.395  0.32
H19 -1.764 4.109 -5.336  0.30
H20 3.863 1.390 -1.688  0.36
H21 -3.379 -1.799 2.296  0.23
H22 -0.410 -3.134 -3.742  0.43
H23 -2.256 1.771 -5.438  0.41
H24 0.432 7.022 -2.302  0.43
H25 -3.694 5.331 -1.368  0.38
H26 -0.998 -1.923 -2.624  0.00
H27 -1.651 -3.513 -2.601  0.24
H28 2.419 -5.153 0.071  0.40
H29 5.508 -0.723 -0.136  0.42
H30 -1.368 0.253 -3.773  0.29

=====

(2)
Computed, not measured: 12 unconnected molecules or ions with the total composition C5H37N3O11, with ωB97M-V/def2-TZVPD.

Summary:
**HOMO-LUMO gap**: 0.3270 Ha
**HOMO**: -8.65 eV
**F_max**: 3.02 eV Å⁻¹
**SMILES**: CNC[C@H](C)NCN.O.O.O.O.O.O.O.O.O.O.O

Last column: Mulliken charge in e.
Cartesian coordinates (Å):
O1 -3.415 -2.602 1.842  -0.71
O2 -4.049 3.247 0.561  -0.61
O3 1.643 -3.135 -0.420  -0.67
O4 5.313 2.363 -0.187  -0.73
O5 3.399 -0.837 1.900  -0.55
O6 -0.816 3.311 -0.693  -0.61
O7 2.240 1.902 -0.023  -0.66
O8 -1.376 -1.843 3.896  -0.66
O9 1.495 1.451 3.546  -0.62
O10 3.825 1.160 -2.259  -0.68
O11 -5.060 -0.758 0.764  -0.64
N1 -1.103 -0.615 1.052  0.06
N2 0.716 0.473 -3.438  -0.52
N3 0.056 -1.521 -2.227  -0.25
C1 -2.223 -0.333 -2.320  -1.63
C2 -0.993 -0.685 -1.515  1.83
C3 -1.262 -1.396 -0.178  -1.62
C4 0.495 -0.939 -3.494  -0.69
C5 0.314 -0.405 1.270  -0.07
H1 -2.472 -1.006 -3.201  0.34
H2 -0.302 -1.083 -4.284  0.33
H3 2.073 1.026 2.905  0.29
H4 -4.323 -1.180 1.237  0.41
H5 -3.105 -0.520 -1.689  0.33
H6 0.539 -0.877 2.263  -0.13
H7 1.295 -2.248 -0.657  0.24
H8 -3.206 -3.405 2.345  0.31
H9 3.650 -1.358 2.682  0.27
H10 4.569 2.973 -0.343  0.35
H11 -1.740 0.157 1.099  0.26
H12 4.916 1.784 0.481  0.36
H13 -0.351 0.143 -1.260  -0.29
H14 -0.429 -1.719 3.958  0.29
H15 3.760 1.924 -2.871  0.33
H16 2.535 1.334 -0.752  0.43
H17 0.979 -3.783 -0.663  0.32
H18 1.279 2.008 -0.118  0.21
H19 -0.632 -2.290 -0.086  0.07
H20 1.947 2.089 4.098  0.28
H21 -0.099 1.066 -3.318  0.31
H22 4.475 1.672 -1.704  0.32
H23 -1.017 3.575 0.207  0.30
H24 -2.192 0.559 -2.925  0.38
H25 -2.302 -1.745 -0.123  0.69
H26 -4.600 2.510 0.858  0.31
H27 1.492 0.700 -2.830  0.14
H28 -2.687 -2.058 2.174  0.30
H29 -0.167 -2.498 -2.350  0.31
H30 1.394 -1.446 -3.883  0.42
H31 0.987 -0.894 0.592  0.12
H32 0.870 0.524 1.354  -0.10
H33 -1.894 -1.067 3.670  0.31
H34 -4.476 3.975 1.032  0.30
H35 -0.141 3.807 -1.161  0.29
H36 -5.390 -1.394 0.126  0.30
H37 3.438 -1.609 1.278  0.30

=====

(3)
Computed, not measured: a molecular structure, C21H24N3OSe2Ti, with ωB97M-V/def2-TZVPD.

Summary:
**HOMO-LUMO gap (spin up / spin down)**: 0.2251 / 0.2552 Ha
**HOMO (spin up / spin down)**: -9.64 / -10.53 eV
**Spin multiplicity**: 3
**F_max**: 1.76 eV Å⁻¹
**Charge**: +1

Last column: Mulliken charge in e.
Cartesian coordinates (Å):
Se1 0.923 -0.417 2.184  0.19
Se2 3.869 -0.958 0.175  0.12
Ti1 1.128 -1.287 -0.421  0.59
O1 1.399 -2.507 -2.248  -0.41
N1 -0.916 -1.504 -0.343  0.43
N2 -6.113 5.758 0.239  -0.48
N3 0.982 0.507 -1.346  0.41
C1 0.194 2.662 -1.464  -0.61
C2 -1.674 -2.574 -0.073  -0.70
C3 -4.387 3.089 -1.190  -0.86
C4 -1.772 -0.408 -0.303  0.23
C5 -4.319 3.927 -0.080  0.60
C6 -5.315 4.945 0.097  -0.16
C7 -2.405 1.952 -0.444  -1.34
C8 1.472 2.637 -1.976  -1.24
C9 -3.081 -0.850 0.013  -0.74
C10 -3.294 3.780 0.852  -0.88
C11 -2.340 2.798 0.662  0.01
C12 -3.016 -2.221 0.150  -1.11
C13 2.768 -0.079 2.745  -0.81
C14 4.466 -2.491 1.213  -1.08
C15 -3.434 2.100 -1.364  -0.07
C16 3.678 0.343 1.611  -0.74
C17 -1.364 0.897 -0.610  1.49
C18 1.909 1.305 -1.885  -0.69
C19 1.787 -3.860 -2.555  -0.67
C20 0.769 -2.302 2.620  -1.01
C21 -0.121 1.333 -1.080  0.44
H1 -3.827 -2.891 0.382  0.48
H2 -3.956 -0.232 0.121  0.56
H3 0.732 -2.205 -2.880  0.26
H4 -3.245 4.432 1.713  0.46
H5 1.155 -2.482 3.621  0.45
H6 -1.223 -3.559 -0.042  0.53
H7 -0.287 -2.555 2.568  0.36
H8 2.720 0.710 3.494  0.45
H9 3.693 -2.873 1.873  0.30
H10 2.583 -4.118 -1.861  0.22
H11 -3.488 1.450 -2.229  0.51
H12 1.331 -2.945 1.936  0.27
H13 2.861 0.891 -2.194  0.64
H14 3.304 1.235 1.105  0.39
H15 4.744 -3.260 0.495  0.37
H16 3.135 -0.974 3.245  0.39
H17 -1.535 2.676 1.375  0.49
H18 2.018 3.473 -2.380  0.48
H19 -0.456 3.517 -1.394  0.54
H20 -5.185 3.219 -1.907  0.47
H21 5.347 -2.211 1.785  0.40
H22 2.166 -3.911 -3.573  0.28
H23 0.946 -4.539 -2.423  0.30
H24 4.674 0.573 1.990  0.50

=====

(4)
Computed, not measured: CH2ClN3S in the gas phase, with ωB97M-V/def2-TZVPD.

Summary:
**HOMO-LUMO gap (spin up / spin down)**: 0.2621 / 0.2622 Ha
**HOMO (spin up / spin down)**: -8.59 / -8.59 eV
**F_max**: 2.70 eV Å⁻¹
**SMILES**: NN(Cl)N=C=S

Last column: Mulliken charge in e.
Cartesian coordinates (Å):
Cl1 0.072 2.017 -0.462  -0.27
S1 -2.808 -0.275 0.928  -0.14
N1 0.276 0.018 -0.254  0.78
N2 -0.561 -0.737 -0.488  -0.44
N3 1.529 -0.112 0.078  -0.45
C1 -2.359 -0.610 -0.540  -0.03
H1 1.829 -1.028 0.393  0.27
H2 2.022 0.727 0.345  0.28